The following is a quantum chemistry calculation of a gas-phase ion, C5H8NO2 (charge +1), from the Open Molecules 2025 dataset.

Last column: Mulliken spin population.
Geometry (Å):
C -1.3510 -0.9133 -0.6625  0.517
C -1.1034 0.1621 0.1400  0.581
C -0.5756 -1.7943 -1.4060  0.088
C 0.0353 1.0451 0.2867  0.107
C 0.5759 -1.5387 -1.8915  0.346
N 1.4314 0.2917 0.4913  0.052
O 0.4159 1.7962 -0.7779  0.061
O 1.6898 -1.2913 -2.1232  0.181
H -2.3646 -1.1237 -0.6248  0.049
H -1.9266 0.4175 0.8040  0.021
H -1.1046 -2.6134 -1.9075  0.002
H -0.0930 1.7702 1.0732  0.011
H 2.0402 0.7029 1.3231  -0.003
H 1.8544 0.5462 -0.4720  0.002
H 1.3751 -0.7692 0.6642  -0.006
H 0.0014 2.6882 -0.8457  -0.008

Calculated values
Strongest force on any atom = 5.5 eV/A
Total charge = +1
2S+1 = 3
<S²> = 2.010
HOMO-LUMO gap (alpha / beta) = 0.2275 / 0.3065 Ha
DFT total energy = -10887.2620 eV

***

The following is a quantum chemistry calculation of C4H7NO2 in the gas phase, from the Open Molecules 2025 dataset.

Last column: Mulliken charge in e.
Geometry (Å):
C -0.0150 -1.4301 -0.9121  -0.739
N 1.3470 -1.0634 -0.5774  -0.479
C 1.7145 -0.1010 0.1437  0.227
O 1.0587 0.9375 0.7457  -0.361
C -0.2044 1.3469 0.2798  -0.386
C -1.3690 0.5846 0.8807  -0.042
O -1.3036 -0.0552 1.8982  -0.440
H -0.6539 -1.4949 -0.0265  0.274
H -0.4824 -0.7499 -1.6343  0.274
H -0.0013 -2.4222 -1.3689  0.292
H 2.7705 -0.0071 0.3976  0.359
H -0.2570 1.3376 -0.8150  0.347
H -0.3227 2.3907 0.5993  0.327
H -2.3174 0.6716 0.3066  0.348

Calculated values
Strongest force on any atom = 0.5 eV/A
Total charge = 0
SMILES = C/N=C\OCC=O
HOMO-LUMO gap = 0.3873 Ha
DFT total energy = -9844.8534 eV

***

The following is a quantum chemistry calculation of a molecular structure, C32H28CrF6N4S4Si, from the Open Molecules 2025 dataset.

Last column: Mulliken spin population.
Geometry (Å):
Cr 0.1921 -0.5430 -0.8815  3.842
S -0.5677 2.4159 1.2385  0.000
C -1.7795 1.3247 0.7728  0.104
N -1.7265 0.2878 -0.0443  -0.105
C -2.9850 -0.2482 -0.2762  0.016
C -3.2853 -1.2245 -1.2262  0.002
C -4.5835 -1.6918 -1.3288  0.009
C -5.5993 -1.1920 -0.5126  0.000
C -5.3252 -0.1850 0.3994  0.000
C -4.0250 0.2928 0.4968  -0.010
S -3.3889 1.5869 1.4562  0.003
H -2.4957 -1.6319 -1.8444  0.013
H -4.8042 -2.4692 -2.0507  0.000
H -6.6046 -1.5871 -0.5947  0.000
H -6.1080 0.2260 1.0252  0.000
F -5.4171 -4.4485 2.1933  0.000
C -4.2706 -4.1544 1.5536  0.001
C -3.4163 -3.1854 2.0421  0.001
F -3.7398 -2.5348 3.1695  0.000
C -2.2343 -2.8945 1.3811  0.029
F -1.4623 -1.9581 1.9298  0.024
C -1.8463 -3.5177 0.1921  -0.010
S -0.4282 -3.0918 -0.7275  -0.001
C -2.7338 -4.5035 -0.2530  -0.007
F -2.4831 -5.1747 -1.3885  0.000
C -3.9130 -4.8225 0.3959  0.000
F -4.7300 -5.7713 -0.1013  0.000
C -3.2590 2.3551 -4.8823  0.000
C -3.1167 2.7166 -3.4076  -0.001
C -1.7248 2.4950 -2.8986  0.010
N -1.2345 1.3143 -2.7273  0.024
N 0.0092 1.3259 -2.1750  -0.044
C 0.4831 2.5230 -1.9850  0.034
N 1.7325 2.7630 -1.4910  -0.001
S -0.6184 3.7626 -2.4653  0.004
H -4.2943 2.4639 -5.2122  0.000
H -2.9539 1.3215 -5.0426  -0.001
H -2.6313 2.9920 -5.5086  0.000
H -3.7753 2.0911 -2.8002  0.001
H -3.4094 3.7538 -3.2313  0.000
H 2.1984 1.8920 -1.2434  0.029
H 1.7425 3.4059 -0.7123  0.000
F 5.2617 2.5510 -4.0666  0.000
C 4.3885 1.5782 -3.6433  -0.014
C 4.6649 0.8751 -2.4904  0.010
C 3.7768 -0.1057 -2.0709  -0.001
C 2.6004 -0.4092 -2.7790  -0.106
C 1.6456 -1.3989 -2.2841  0.099
C 2.3767 0.3410 -3.9479  -0.020
C 3.2512 1.3252 -4.3828  0.009
H 5.5617 1.0927 -1.9229  0.000
H 3.9961 -0.6571 -1.1662  -0.010
H 2.1428 -2.2087 -1.7445  -0.034
H 1.0354 -1.8223 -3.0899  0.020
H 1.4759 0.1491 -4.5210  -0.006
H 3.0500 1.8970 -5.2803  0.000
C 1.2619 -0.3613 2.9275  0.009
Si 1.9461 -0.1750 1.1442  0.073
C 3.0383 1.4099 1.3439  0.010
C 3.3181 -1.5442 1.2334  -0.020
C 2.9194 -2.8880 1.1813  -0.002
C 3.8281 -3.9331 1.2384  0.000
C 5.1900 -3.6729 1.3415  0.000
C 5.6171 -2.3543 1.3867  0.000
C 4.6926 -1.3166 1.3363  0.000
H 2.0740 -0.2793 3.6581  -0.001
H 0.7795 -1.3317 3.0533  0.000
H 0.5173 0.4100 3.1350  0.007
H 3.6193 1.3851 2.2726  0.000
H 2.3822 2.2830 1.3873  0.002
H 3.7412 1.5529 0.5167  -0.001
H 1.8644 -3.1140 1.0562  0.009
H 3.4716 -4.9563 1.1844  0.000
H 5.9062 -4.4867 1.3746  0.000
H 6.6766 -2.1278 1.4582  0.000
H 5.0637 -0.2970 1.3751  0.001

Calculated values
Strongest force on any atom = 0.6 eV/A
Total charge = -2
2S+1 = 5
<S²> = 6.041
HOMO-LUMO gap (alpha / beta) = 0.1650 / 0.1912 Ha
DFT total energy = -135546.6597 eV

***

The following is a quantum chemistry calculation of 2 unconnected molecules or ions with the total composition C4H14N3, from the Open Molecules 2025 dataset.

Last column: Mulliken spin population.
Geometry (Å):
N -1.2984 -1.7546 1.2546  0.000
C -1.3952 -2.5584 0.2274  0.000
N -0.5506 -2.6568 -0.7605  0.000
H -0.6568 -0.9725 1.3422  0.000
H -2.0048 -1.8198 1.9754  0.000
H -2.2488 -3.2276 0.2191  0.000
H -0.7603 -3.2322 -1.5629  0.000
H 0.2986 -2.1069 -0.7754  0.000
C 0.8252 2.3934 -0.3708  0.053
C 0.7672 0.8927 -0.0123  0.029
C 0.8979 0.7693 1.5111  -0.002
N 0.6497 2.6527 -1.7632  0.847
H 1.8069 2.8056 -0.1175  0.015
H 0.0987 2.9935 0.2081  0.083
H 1.5776 0.3847 -0.5370  -0.001
H -0.1991 0.5137 -0.3668  0.000
H -0.0121 1.0677 2.0215  0.003
H 1.6828 1.4359 1.8734  0.000
H 1.2339 -0.2006 1.8829  0.000
H 0.8155 3.6164 -2.0818  -0.014
H -0.2372 2.3393 -2.1765  -0.012

Calculated values
Strongest force on any atom = 2.9 eV/A
Total charge = +2
2S+1 = 2
<S²> = 0.754
HOMO-LUMO gap (alpha / beta) = 0.4638 / 0.2676 Ha
DFT total energy = -8827.3598 eV